Entry from the OMol25 dataset: a 2-piece molecular cluster, C22H23Cl2OSi overall in a non-equilibrium geometry (the ωB97M-V functional and the def2-TZVPD basis).

XYZ file:
```
49
C22H23Cl2OSi | the OMol25 dataset | the ωB97M-V functional and the def2-TZVPD basis
Cl -5.5598 4.3524 1.7105
C -4.1679 3.3919 2.0391
C -2.9865 3.9774 2.5317
C -1.8454 3.1991 2.6685
C -1.8063 1.8474 2.2852
C -0.4397 1.2185 1.9535
C -0.2100 -0.2340 2.4490
C 0.9830 -0.5786 3.1211
C 1.4454 -1.8949 3.1731
C 0.6698 -2.9133 2.6011
Cl 1.3038 -4.5151 2.4352
C -0.6140 -2.6277 2.1211
C -1.0355 -1.2941 2.0416
C -3.0463 1.2414 1.9885
C -4.2021 2.0089 1.7989
H -3.0058 5.0331 2.7797
H -0.9566 3.6654 3.1292
H 0.3941 1.8719 2.3068
H 1.5704 0.1921 3.6412
H 2.3930 -2.1603 3.6226
H -1.2515 -3.4316 1.7837
H -2.0399 -1.1086 1.6455
H -3.1643 0.1565 1.9506
H -5.1225 1.5485 1.4688
C 3.5046 -3.9157 -4.2619
O 3.1586 -3.6180 -2.8818
C 2.4588 -2.4718 -2.5749
C 2.1681 -2.2597 -1.1815
C 1.5019 -1.1127 -0.7820
C 1.0382 -0.1503 -1.7037
Si 0.1081 1.3140 -1.0144
H -0.2772 1.2934 0.8713
C 1.0627 2.7840 -1.5739
C -1.5234 1.3163 -1.8599
C 1.3208 -0.3708 -3.0698
C 2.0248 -1.5147 -3.5098
H 4.0425 -4.8796 -4.1434
H 2.6163 -4.0574 -4.8680
H 4.1717 -3.1657 -4.6724
H 2.4891 -3.0079 -0.4976
H 1.3362 -0.9701 0.2953
H 2.0892 2.7953 -1.1824
H 1.1145 2.6597 -2.6703
H 0.5767 3.7429 -1.3519
H -2.1066 0.4062 -1.6435
H -2.1342 2.2033 -1.6266
H -1.2691 1.3265 -2.9363
H 0.9934 0.3595 -3.8266
H 2.2289 -1.6533 -4.5803
```

electronic energy: -58148.90439 eV
net charge: +1
largest force on an atom: 0.0801 Eh/bohr
Kohn-Sham gap: 6.03 eV
HOMO level: -11.53 eV